The molecule C6H12N2O3S. Source: the Open Molecules 2025 dataset; level of theory: the ωB97M-V functional and the def2-TZVPD basis.

Cartesian coordinates (Å):
C 2.977 -1.044 -1.455
C 2.065 0.040 -2.059
O 0.778 0.071 -1.421
C 0.617 0.985 -0.407
O 1.427 1.805 -0.113
N -0.477 0.682 0.390
C -1.002 1.819 1.054
C -1.353 -0.354 -0.095
S -2.781 0.289 -0.948
C -2.065 -1.136 1.457
N -1.160 -1.218 2.406
O -3.187 -1.584 1.496
H 3.705 -0.545 -0.910
H 2.284 -1.723 -0.807
H 3.562 -1.661 -2.167
H 1.981 -0.084 -3.057
H 2.519 1.006 -1.755
H -1.425 2.733 0.547
H -1.873 1.328 1.636
H -0.168 2.200 1.603
H -0.802 -1.003 -0.657
H -3.923 -0.440 -0.376
H -0.176 -0.810 2.305
H -1.523 -1.357 3.333

- Charge: 0
- E_HOMO: -8.9 eV
- Multiplicity: 1
- Maximum force: 5.90 eV/A
- Structure (SMILES): CCOC(=O)N(C)[C@H](S)C(N)=O

The ion C6H12N2P with charge +1. Source: the Open Molecules 2025 dataset; level of theory: the ωB97M-V functional and the def2-TZVPD basis.

Cartesian coordinates (Å):
C -1.868 -1.769 1.091
C -1.033 -0.507 0.985
N -0.164 -0.279 0.050
C 0.336 -1.215 -0.902
C 0.466 1.078 0.147
C -0.097 2.012 -0.883
C 2.038 0.635 -0.062
P -0.437 1.732 1.883
N -1.288 0.408 1.944
H -2.613 -2.154 0.352
H -2.434 -1.689 1.932
H -1.210 -2.651 1.031
H 0.830 -0.739 -1.746
H -0.333 -1.948 -1.203
H 1.223 -1.660 -0.544
H 0.456 2.989 -1.016
H -1.086 2.411 -0.726
H -0.016 1.638 -1.899
H 2.601 1.543 0.039
H 2.291 0.318 -1.066
H 2.337 -0.153 0.591

- Charge: +1
- E_HOMO: -14.3 eV
- Multiplicity: 1
- Maximum force: 3.47 eV/A
- Structure (SMILES): CC1=[N+](C)C(C)(C)P=N1

A structure of composition C6H12N2PSTb. Source: the Open Molecules 2025 dataset; level of theory: the ωB97M-V functional and the def2-TZVPD basis.

Cartesian coordinates (Å):
C -0.696 -2.793 0.055
C -0.444 -3.144 1.438
C -1.356 -2.375 2.214
C -2.326 -1.768 1.367
C -1.875 -1.966 0.014
Tb 0.816 0.890 -0.890
P 0.652 -0.431 -3.231
H -0.070 -3.032 -0.830
H 0.405 -3.722 1.773
H -1.388 -2.360 3.314
H -2.255 -1.451 -0.896
H -3.145 -1.124 1.645
H -0.322 -0.421 -4.283
H 1.552 -1.498 -3.563
H 1.490 0.742 -3.550
N 1.551 3.087 1.782
C 0.693 2.822 0.781
N 1.242 3.112 -0.494
S -0.669 1.827 0.936
H 2.331 3.687 1.563
H 1.228 3.100 2.746
H 0.500 3.159 -1.237
H 2.085 3.659 -0.652

- Charge: 0
- E_HOMO (alpha / beta): -5.3 / -5.3 eV
- Multiplicity: 7
- Maximum force: 3.05 eV/A
- <S²>: 12.772

Question: Which of these has the highest maximum force?
Answer: C6H12N2O3S